No. 1
DFT (ωB97M-V with the def2-TZVPD basis set) results for a gas-phase ion, C5H14NS2 (charge +1) in a non-equilibrium geometry.

The geometry in ORCA input format:
```
! RIJCOSX wB97M-V def2-TZVPD def2/J DEFGRID3
* xyz 1 1
N -1.469 2.025 1.275
C -0.004 2.246 0.837
C 0.282 3.161 -0.320
C 0.591 0.869 0.635
S -0.426 0.000 -0.648
S 0.439 -1.558 -1.591
C 0.520 -2.990 -0.426
C 0.287 -4.229 -1.287
H -2.052 2.368 0.505
H -1.710 2.497 2.144
H -1.724 1.035 1.349
H 0.444 2.715 1.706
H -0.526 3.836 -0.643
H 0.606 2.771 -1.281
H 1.005 3.929 -0.046
H 0.642 0.215 1.502
H 1.561 0.948 0.147
H -0.282 -2.823 0.289
H 1.499 -3.076 0.031
H -0.378 -4.867 -0.673
H 1.133 -4.895 -1.411
H -0.438 -4.177 -2.094
*
```

Results
LUMO (eV): -3.5469
HOMO-LUMO gap (eV): 8.44
SMILES string: CCSSC[C@@H](C)[NH3+]
HOMO (eV): -11.9840
M (g/mol): 152.308
DFT total energy (Ha): -1049.75951
ΔE to the lowest compared entry with this formula, charge and spin (eV): 1.421

No. 2
DFT (ωB97M-V with the def2-TZVPD basis set) results for a molecular structure, C7H24N4NdO5 in a non-equilibrium geometry.

The geometry in ORCA input format:
```
! RIJCOSX wB97M-V def2-TZVPD def2/J DEFGRID3
* xyz 1 4
O 0.463 2.156 0.325
H 1.776 2.831 -0.158
Nd -1.084 0.369 0.311
N -0.988 -0.141 -2.112
N 0.741 -1.193 -0.658
O -2.046 0.456 -2.802
O 1.380 -2.056 0.317
C -0.286 -1.090 -2.741
C 0.756 -1.651 -1.916
C -0.598 -1.608 -4.104
C 1.632 -2.732 -2.435
H -1.488 -1.114 -4.496
H -0.783 -2.691 -4.080
H 0.236 -1.439 -4.796
H 2.405 -3.050 -1.728
H 2.133 -2.386 -3.351
H 1.038 -3.623 -2.698
H -2.420 1.079 -2.074
H 2.282 -2.239 -0.053
O -1.074 -1.935 1.493
H -1.694 -2.674 1.465
H -0.185 -2.302 1.247
C 2.694 2.846 -0.823
H 2.625 3.631 -1.588
H 2.688 1.857 -1.320
H 3.592 2.988 -0.200
O -2.696 1.542 -0.530
H -0.027 2.989 0.395
H -3.403 2.217 -0.577
N -2.066 1.031 2.683
C -1.125 1.302 3.830
C 0.006 0.302 3.773
N 0.577 0.272 2.407
H -2.787 1.755 2.605
H -2.570 0.159 2.892
H -0.734 2.317 3.718
H -1.655 1.248 4.790
H 0.774 0.537 4.523
H -0.383 -0.695 4.000
H 0.995 1.179 2.155
H 1.298 -0.443 2.314
*
```

Results
LUMO (spin up / spin down) (eV): -4.3213 / -4.3020
<S²>: 3.75
HOMO-LUMO gap (spin up / spin down) (eV): 6.79 / 6.83
HOMO (spin up / spin down) (eV): -11.1110 / -11.1282
M (g/mol): 388.532
DFT total energy (Ha): -1437.52898

No. 3
DFT (ωB97M-V with the def2-TZVPD basis set) results for a molecular structure, C3H12N2S.

The geometry in ORCA input format:
```
! RIJCOSX wB97M-V def2-TZVPD def2/J DEFGRID3
* xyz 0 1
C -0.258 1.455 -0.643
N 0.400 0.773 -1.755
C 0.731 1.777 0.492
N 0.807 0.650 1.463
H -1.034 0.832 -0.167
H -0.755 2.348 -1.015
H 0.492 -0.220 -1.543
H -0.208 0.845 -2.562
H 0.433 2.693 1.002
H 1.730 1.916 0.084
H 1.677 0.660 1.979
H 0.046 0.703 2.135
H 0.571 -0.553 0.905
C -1.041 -2.823 -0.134
S 0.466 -2.118 0.605
H -1.529 -3.458 0.601
H -1.746 -2.051 -0.446
H -0.783 -3.429 -1.000
*
```

Results
LUMO (eV): 0.6453
HOMO-LUMO gap (eV): 8.21
HOMO (eV): -7.5599
M (g/mol): 108.210
DFT total energy (Ha): -629.14902
ΔE to the lowest compared entry with this formula, charge and spin (eV): 0.829